(i)
19
Properties=species:S:1:pos:R:3:lowdin_charge:R:1 method="wB97M-V/def2-TZVPD" e_lumo_ev=1.063 homo_energy_ha=-0.3200 smiles=CN[C@@H](C)N(N)N orbital_gap_ha=0.359
C 0.2212 -0.0576 0.2615 -0.44
C 1.6402 -0.4361 0.6586 -0.06
C -1.2946 -1.3876 1.5419 -0.12
N 0.2093 0.4722 -1.1569 -0.28
N -0.6200 -1.2207 0.2195 -0.08
N -1.1085 0.8485 -1.5259 0.02
N 1.1854 1.4672 -1.3581 0.02
H -1.3250 -1.0964 -0.5008 0.08
H -0.1655 0.7493 0.9279 0.13
H -1.3876 1.7448 -1.1101 0.08
H -1.1666 0.9208 -2.5374 0.08
H 1.3436 1.5897 -2.3536 0.08
H 0.9179 2.3680 -0.9450 0.08
H 2.2951 0.4271 0.5961 0.06
H 1.6464 -0.8145 1.6768 0.07
H 2.0013 -1.2059 -0.0154 0.08
H -1.9988 -2.2107 1.4425 0.07
H -1.8459 -0.5003 1.8898 0.07
H -0.5480 -1.6576 2.2884 0.07



(ii)
19
Properties=species:S:1:pos:R:3:lowdin_charge:R:1 method="wB97M-V/def2-TZVPD" e_lumo_ev="1.088 / 1.088" homo_energy_ha="-0.2755 / -0.2756" orbital_gap_ha="0.316 / 0.316"
C 1.6588 1.5118 -0.0872 -0.10
C -1.5532 0.0139 -1.3653 -0.08
C -0.5576 0.7907 -0.5669 -0.24
N 0.7230 0.6148 -0.7480 -0.10
H -0.8963 1.7443 -0.1664 0.12
H 1.9387 1.1234 0.8990 0.08
H 1.2337 2.5101 0.0466 0.08
H 2.5660 1.6001 -0.6861 0.08
H -2.5342 0.0458 -0.8941 0.07
H -1.6296 0.4768 -2.3549 0.08
H -1.2442 -1.0227 -1.4779 0.07
N -0.1516 -1.9343 0.5382 -0.08
N -0.9369 -0.3250 1.2989 -0.05
N 1.0825 -1.7152 0.1417 -0.13
H -0.1776 -2.4349 1.4290 0.06
H 1.7773 -1.7485 0.8970 0.05
H -1.8856 -0.6050 1.5332 0.01
H -0.4444 -0.0964 2.1613 0.01
H 1.0311 -0.5499 -0.5980 0.07



Energetically preferred structure: (i) | next structure: +267.9 kJ/mol